Computed, not measured: a molecular structure, C51H78N3O3Tc, with the ωB97M-V functional and the def2-TZVPD basis.

Each line ends with the Mulliken charge.
Atoms and positions in Å:
Tc 0.238 -0.289 -0.233  -0.71
C 0.917 -5.663 5.269  -1.65
C 1.811 -5.810 4.030  2.12
C 1.778 -7.272 3.584  -2.07
C 3.259 -5.449 4.399  -1.63
C 1.334 -4.862 2.926  -0.68
C 1.230 -3.501 3.171  -0.67
C 0.865 -2.602 2.178  0.29
C 1.035 -1.142 2.554  -1.61
N 0.168 -0.118 1.894  0.98
C -1.258 -0.207 2.345  -1.00
C -2.151 -0.828 1.281  -0.89
N -1.886 -0.246 -0.072  0.95
C -2.356 1.173 -0.169  -1.01
C -1.297 2.087 -0.769  -0.85
N 0.056 1.837 -0.179  1.04
C 0.126 2.291 1.247  -1.00
C 0.746 1.237 2.153  -0.98
C 1.077 2.514 -1.037  -1.78
C 2.531 2.077 -0.977  -0.11
C 3.415 3.030 -1.486  -0.26
C 4.752 2.752 -1.680  -0.57
C 5.184 1.481 -1.301  -0.86
C 4.362 0.501 -0.760  0.35
C 2.995 0.805 -0.631  0.24
O 2.155 -0.157 -0.165  0.49
C 4.998 -0.869 -0.433  2.51
C 4.119 -1.838 0.371  -2.03
C 5.354 -1.560 -1.760  -1.65
C 6.276 -0.656 0.398  -1.88
C 5.729 3.735 -2.328  1.86
C 5.092 5.105 -2.565  -2.08
C 6.165 3.160 -3.686  -1.52
C 6.962 3.925 -1.434  -1.63
C -2.532 -1.118 -1.101  -1.43
C -2.127 -0.963 -2.554  0.49
C -3.105 -1.373 -3.465  -0.50
C -2.842 -1.485 -4.813  -0.65
C -1.547 -1.159 -5.232  -0.68
C -0.541 -0.741 -4.377  -0.26
C -0.848 -0.641 -3.003  0.21
O 0.135 -0.227 -2.163  0.96
C 0.884 -0.468 -4.888  2.27
C 1.336 0.964 -4.542  -1.30
C 0.974 -0.622 -6.408  -2.52
C 1.865 -1.478 -4.262  -1.42
C -3.873 -1.971 -5.832  1.86
C -3.350 -3.255 -6.498  -1.55
C -4.091 -0.893 -6.903  -1.57
C -5.220 -2.285 -5.180  -2.13
C 0.569 -3.064 0.887  -0.02
O 0.195 -2.206 -0.097  0.12
C 0.641 -4.432 0.604  0.33
C 1.035 -5.284 1.638  -0.43
C 0.405 -5.063 -0.787  2.51
C -0.564 -6.252 -0.658  -1.93
C 1.764 -5.554 -1.317  -1.74
C -0.191 -4.131 -1.853  -2.04
H 1.243 -6.353 6.051  0.46
H -0.124 -5.891 5.025  0.36
H 0.957 -4.652 5.682  0.31
H 2.102 -7.909 4.410  0.44
H 2.452 -7.453 2.743  0.39
H 0.769 -7.583 3.298  0.41
H 3.641 -6.138 5.157  0.45
H 3.329 -4.434 4.798  0.33
H 3.906 -5.512 3.520  0.34
H 1.462 -3.112 4.159  0.53
H 2.063 -0.858 2.328  0.28
H 0.891 -1.044 3.632  0.50
H -1.603 0.791 2.613  0.53
H -1.320 -0.819 3.245  0.64
H -3.202 -0.700 1.552  0.59
H -1.943 -1.894 1.216  0.37
H -2.656 1.512 0.822  0.50
H -3.241 1.222 -0.804  0.69
H -1.587 3.132 -0.630  0.59
H -1.222 1.893 -1.837  0.35
H -0.879 2.549 1.581  0.49
H 0.725 3.198 1.315  0.66
H 0.608 1.517 3.200  0.58
H 1.814 1.173 1.954  0.38
H 1.034 3.582 -0.811  0.49
H 0.740 2.389 -2.065  0.46
H 3.018 4.006 -1.749  0.62
H 6.228 1.238 -1.451  0.38
H 3.221 -2.139 -0.166  -0.26
H 3.826 -1.409 1.335  0.28
H 4.706 -2.737 0.577  0.68
H 4.449 -1.761 -2.341  0.12
H 5.855 -2.512 -1.565  0.49
H 6.018 -0.943 -2.370  0.30
H 6.053 -0.105 1.316  0.40
H 7.051 -0.113 -0.142  0.36
H 6.695 -1.626 0.676  0.46
H 4.251 5.045 -3.260  0.36
H 5.832 5.778 -3.002  0.44
H 4.744 5.552 -1.629  0.40
H 5.296 2.997 -4.330  0.27
H 6.681 2.204 -3.567  0.33
H 6.844 3.852 -4.191  0.45
H 6.673 4.302 -0.450  0.36
H 7.646 4.645 -1.890  0.47
H 7.512 2.992 -1.292  0.30
H -3.611 -0.965 -1.024  0.52
H -2.322 -2.146 -0.803  0.21
H -4.090 -1.620 -3.081  0.61
H -1.325 -1.237 -6.288  0.60
H 0.572 1.696 -4.822  0.27
H 2.251 1.205 -5.090  0.54
H 1.554 1.056 -3.480  -0.11
H 0.315 0.077 -6.929  0.44
H 0.735 -1.638 -6.730  0.44
H 1.998 -0.411 -6.722  0.47
H 1.916 -1.367 -3.178  -0.35
H 2.867 -1.319 -4.670  0.57
H 1.560 -2.503 -4.494  0.40
H -2.427 -3.074 -7.053  0.32
H -4.093 -3.645 -7.198  0.46
H -3.148 -4.022 -5.746  0.32
H -3.167 -0.665 -7.439  0.30
H -4.458 0.032 -6.451  0.35
H -4.828 -1.233 -7.635  0.46
H -5.129 -3.074 -4.429  0.39
H -5.920 -2.632 -5.942  0.44
H -5.656 -1.399 -4.709  0.39
H 1.113 -6.338 1.414  0.38
H -0.170 -7.058 -0.040  0.34
H -0.764 -6.669 -1.648  0.47
H -1.515 -5.928 -0.227  0.42
H 2.224 -6.279 -0.643  0.35
H 2.454 -4.712 -1.432  0.21
H 1.637 -6.028 -2.294  0.49
H -1.174 -3.752 -1.558  0.10
H -0.323 -4.710 -2.771  0.84
H 0.455 -3.284 -2.081  -0.27

Computed properties:
ΔE to the lowest compared entry with this formula, charge and spin, kcal/mol: 7.0
2S+1: 4
Lowest unoccupied orbital energy (spin up / spin down), Eh: -0.074 / -0.114
Total charge: +1
Orbital gap (spin up / spin down), eV: 8.2 / 7.3

---

Computed, not measured: 13 unconnected molecules or ions with the total composition C51H79N8O9S4, with the ωB97M-V functional and the def2-TZVPD basis.

Each line ends with the Mulliken charge.
Atoms and positions in Å:
C 1.349 0.876 -0.422  0.93
C 0.252 0.133 0.387  0.78
C -0.140 -1.237 -0.247  0.12
O 0.382 0.171 1.838  0.56
H 2.354 0.585 -0.117  -0.29
H 1.240 1.958 -0.338  -0.80
H 1.228 0.586 -1.466  -0.20
H -0.682 0.666 0.211  -0.71
H -0.159 -1.297 -1.335  0.43
H -1.174 -1.399 0.057  -0.31
H 0.469 -2.050 0.149  -0.71
C -0.202 0.202 -4.059  0.61
C -0.151 1.636 -4.590  -0.99
C 0.420 1.814 -6.036  -0.43
S -0.069 0.332 -6.866  1.09
O 1.113 -0.240 -7.537  -0.70
O -1.313 0.518 -7.583  -0.67
C -0.513 -0.625 -5.262  -0.83
H -0.891 -0.013 -3.242  -0.22
H 0.833 -0.011 -3.794  -0.03
H 0.184 2.372 -3.860  0.35
H -1.215 1.870 -4.619  0.47
H 1.474 1.738 -5.772  0.04
H 0.151 2.777 -6.470  0.53
H 0.008 -1.582 -5.277  0.60
H -1.548 -0.929 -5.421  0.19
C 5.224 -3.119 2.508  -0.70
C 4.724 -1.847 1.897  -0.36
C 3.277 -2.034 1.346  1.06
S 3.273 -3.718 0.710  1.35
O 3.437 -3.831 -0.746  -0.81
O 2.191 -4.406 1.338  -0.76
C 4.894 -4.186 1.450  -0.95
H 4.642 -3.331 3.404  0.26
H 6.280 -3.184 2.769  0.45
H 5.429 -1.528 1.130  0.36
H 4.668 -1.023 2.609  -0.06
H 2.940 -1.370 0.551  -0.63
H 2.592 -2.041 2.194  -0.40
H 5.585 -3.989 0.630  0.39
H 4.900 -5.259 1.644  0.46
C -3.707 -3.222 -1.343  -0.73
C -3.386 -1.719 -1.529  1.20
C -4.132 -1.225 -2.835  -0.84
S -4.275 -2.758 -4.000  1.06
O -3.352 -2.641 -5.171  -0.63
O -5.660 -3.107 -4.221  -0.68
C -3.508 -3.920 -2.751  -0.68
H -4.767 -3.300 -1.100  0.39
H -3.075 -3.716 -0.606  0.19
H -2.359 -1.673 -1.891  -0.68
H -3.413 -1.028 -0.686  -0.01
H -3.610 -0.512 -3.473  0.29
H -5.162 -0.918 -2.654  0.44
H -2.460 -4.019 -3.033  0.07
H -3.837 -4.941 -2.947  0.61
C -2.390 5.108 -2.146  -0.46
C -2.284 6.580 -2.475  -0.74
C -0.855 6.885 -2.862  -0.81
S 0.217 5.495 -2.303  1.19
O 1.220 6.016 -1.372  -0.71
O 0.597 4.765 -3.507  -0.60
C -1.179 4.657 -1.312  -0.29
H -2.500 4.524 -3.060  0.29
H -3.317 4.931 -1.601  0.34
H -2.574 7.223 -1.644  0.32
H -2.946 6.788 -3.316  0.32
H -0.491 7.825 -2.449  0.38
H -0.598 7.003 -3.914  0.37
H -0.999 5.154 -0.359  0.34
H -1.022 3.597 -1.113  0.04
N 3.408 1.390 2.665  1.75
C 4.289 1.877 1.756  -0.71
C 5.363 2.380 2.379  -0.75
C 5.061 2.212 3.792  -0.89
C 3.864 1.604 3.945  -0.74
H 2.488 1.048 2.426  -0.89
H 4.032 1.828 0.708  0.52
H 6.181 2.887 1.889  0.48
H 5.716 2.583 4.566  0.41
H 3.243 1.319 4.782  0.56
N 0.844 -0.245 4.703  1.54
C -0.041 -0.307 5.771  -0.54
C 0.658 -0.552 6.929  -0.72
C 1.924 -0.990 6.525  -1.14
C 2.014 -0.703 5.156  -0.80
H 0.585 -0.072 3.742  -0.47
H -1.060 0.020 5.625  0.32
H 0.265 -0.546 7.934  0.42
H 2.685 -1.382 7.184  0.42
H 2.840 -0.755 4.462  0.76
N 4.076 2.166 -4.909  0.05
C 4.530 0.957 -4.411  -0.80
C 4.081 0.962 -3.124  -0.53
C 3.371 2.137 -2.774  0.33
C 3.339 2.926 -3.960  -1.33
H 4.172 2.358 -5.896  0.23
H 5.050 0.166 -4.930  0.41
H 4.384 0.157 -2.471  0.46
H 2.948 2.385 -1.812  0.55
H 2.788 3.820 -4.210  0.65
N -2.279 0.315 2.964  2.76
C -2.884 1.404 3.421  -1.40
C -3.963 0.981 4.161  -0.55
C -4.156 -0.342 4.039  -0.96
C -3.084 -0.761 3.216  -0.55
H -1.373 0.221 2.527  -0.79
H -2.464 2.389 3.279  0.51
H -4.633 1.604 4.735  0.44
H -4.883 -0.938 4.571  0.49
H -2.712 -1.718 2.883  0.11
N 0.370 -5.843 -0.469  0.29
C -0.368 -7.025 -0.687  -0.80
C -0.933 -6.978 -1.962  -0.27
C -0.455 -5.857 -2.618  -0.67
C 0.272 -5.131 -1.693  -0.52
H 0.768 -5.562 0.416  0.26
H -0.452 -7.848 0.007  0.43
H -1.433 -7.807 -2.440  0.44
H -0.794 -5.648 -3.622  0.54
H 0.783 -4.182 -1.754  0.46
N -4.539 1.161 0.968  0.08
C -5.804 0.781 0.589  -0.56
C -5.937 1.132 -0.755  -1.01
C -4.724 1.709 -1.130  -0.35
C -3.829 1.743 -0.066  -0.72
H -4.119 0.822 1.822  0.93
H -6.455 0.250 1.268  0.41
H -6.759 0.926 -1.424  0.49
H -4.435 2.108 -2.092  0.52
H -2.771 1.947 0.011  0.49
N -0.442 -2.922 2.815  1.82
C -0.936 -4.008 2.174  -0.44
C -1.126 -5.114 3.086  -1.09
C -0.911 -4.566 4.307  -1.00
C -0.346 -3.346 4.159  -0.22
H -0.059 -2.038 2.512  -0.78
H -0.916 -4.002 1.094  0.67
H -1.284 -6.174 2.948  0.42
H -0.875 -5.133 5.226  0.37
H 0.145 -2.795 4.948  0.19
N 0.804 3.126 2.650  1.08
C 0.976 4.102 1.754  -0.88
C 0.745 5.357 2.291  -0.67
C 0.291 5.205 3.591  -0.83
C 0.341 3.778 3.789  -0.75
H 0.826 2.123 2.531  -0.57
H 1.311 3.860 0.757  0.66
H 0.877 6.295 1.773  0.52
H -0.119 5.847 4.355  0.40
H 0.016 3.082 4.548  0.54

Computed properties:
Lowest unoccupied orbital energy, Eh: 0.066
Total charge: -1
Orbital gap, eV: 7.4

---

Computed, not measured: a molecular structure, C51H83BN11OP2Si2Sr, with the ωB97M-V functional and the def2-TZVPD basis.

Each line ends with the Mulliken charge.
Atoms and positions in Å:
Sr 0.025 -0.114 0.914  1.89
C -0.080 5.158 0.737  -2.32
C 0.258 3.921 0.177  -0.72
N 0.367 3.004 1.117  -0.19
N 0.118 3.599 2.284  0.94
C -0.167 4.903 2.086  -0.06
B 0.074 2.836 3.616  0.17
N 1.260 1.844 3.700  -0.56
C 2.158 1.769 4.702  -0.28
C 3.090 0.808 4.376  -1.50
C 2.667 0.337 3.133  -1.35
N 1.573 0.969 2.749  2.53
N -1.275 2.105 3.684  -0.34
C -2.321 2.335 4.497  -0.27
C -3.365 1.534 4.089  -1.91
C -2.855 0.844 2.991  -0.88
N -1.604 1.199 2.759  2.33
N 0.262 3.854 4.744  0.68
C 1.285 4.736 4.770  -0.41
C 1.208 5.446 5.945  -1.15
C 0.086 4.913 6.588  -0.41
N -0.462 3.960 5.859  -1.27
H -0.234 6.093 0.233  0.48
H 0.456 3.678 -0.848  1.11
H -0.411 5.561 2.896  0.55
H 2.096 2.381 5.578  0.42
H 3.937 0.490 4.952  0.50
H 3.112 -0.423 2.515  0.36
H -2.251 3.039 5.299  0.62
H -4.344 1.458 4.520  0.50
H -3.348 0.127 2.361  0.41
H 1.988 4.790 3.963  0.56
H 1.856 6.226 6.288  0.45
H -0.337 5.181 7.537  0.48
C -1.815 3.440 -2.513  -1.70
P -1.927 1.681 -1.953  1.16
C -2.255 0.976 -3.618  -0.22
N -3.013 1.689 -4.439  -0.17
C -3.282 1.175 -5.657  0.03
C -4.095 1.885 -6.555  -0.41
C -4.373 1.356 -7.795  -0.60
C -3.852 0.117 -8.169  -0.57
C -3.064 -0.610 -7.305  -0.44
C -2.763 -0.097 -6.032  0.04
N -1.985 -0.799 -5.181  -0.13
C -1.717 -0.261 -4.001  -0.46
P -0.704 -1.244 -2.822  1.56
C -1.757 -2.769 -2.940  -1.82
C 0.796 -1.769 -3.881  2.13
C 0.507 -2.246 -5.302  -2.02
C 1.501 -2.881 -3.101  -1.73
C 1.724 -0.554 -3.922  -1.80
C -3.688 1.683 -1.209  2.02
C -4.788 2.283 -2.084  -1.89
C -3.575 2.471 0.097  -2.29
C -4.024 0.223 -0.905  -1.93
H -2.596 3.650 -3.242  0.61
H -0.839 3.570 -2.981  0.19
H -1.879 4.117 -1.665  0.28
H -4.485 2.843 -6.245  0.46
H -4.993 1.904 -8.491  0.39
H -4.077 -0.275 -9.152  0.39
H -2.659 -1.572 -7.580  0.47
H -1.995 -2.976 -3.981  0.54
H -2.676 -2.582 -2.385  0.35
H -1.253 -3.615 -2.481  0.31
H -0.159 -3.104 -5.309  0.34
H 1.444 -2.538 -5.778  0.50
H 0.051 -1.461 -5.897  0.39
H 0.912 -3.796 -3.086  0.40
H 1.684 -2.551 -2.078  -0.05
H 2.456 -3.106 -3.577  0.56
H 1.212 0.317 -4.330  0.27
H 2.598 -0.758 -4.542  0.57
H 2.063 -0.312 -2.918  -0.18
H -4.700 3.365 -2.136  0.36
H -5.765 2.045 -1.661  0.51
H -4.743 1.890 -3.097  0.33
H -3.482 3.537 -0.100  0.38
H -2.702 2.148 0.663  0.32
H -4.459 2.323 0.717  0.59
H -4.137 -0.343 -1.831  0.37
H -4.958 0.151 -0.345  0.57
H -3.229 -0.236 -0.311  0.20
C 1.209 -5.527 2.672  -1.80
C 1.029 -4.288 1.790  2.86
C 2.366 -3.547 1.754  -2.18
C 0.768 -4.753 0.358  -2.23
Si -0.424 -3.024 2.347  -1.30
C -2.203 -3.898 1.931  2.97
C -2.492 -3.751 0.437  -2.21
C -3.345 -3.178 2.651  -2.21
C -2.302 -5.386 2.275  -1.96
C -0.326 -2.815 4.340  3.00
C 1.114 -2.596 4.805  -2.21
C -1.088 -1.550 4.734  -1.86
C -0.898 -3.984 5.149  -1.92
H 1.986 -6.174 2.258  0.53
H 0.298 -6.113 2.743  0.29
H 1.519 -5.254 3.676  0.33
H 3.156 -4.221 1.415  0.64
H 2.648 -3.173 2.731  0.28
H 2.308 -2.709 1.064  0.18
H 1.642 -5.271 -0.041  0.68
H 0.560 -3.896 -0.279  0.11
H -0.068 -5.444 0.312  0.39
H -2.378 -2.713 0.126  -0.01
H -3.512 -4.070 0.216  0.64
H -1.817 -4.357 -0.154  0.24
H -3.295 -2.109 2.471  0.17
H -3.326 -3.350 3.722  0.36
H -4.308 -3.540 2.285  0.58
H -1.586 -5.971 1.707  0.38
H -3.298 -5.764 2.033  0.52
H -2.131 -5.567 3.331  0.28
H 1.585 -1.800 4.234  0.09
H 1.712 -3.498 4.712  0.40
H 1.124 -2.306 5.858  0.58
H -0.611 -0.676 4.298  -0.06
H -1.090 -1.433 5.820  0.64
H -2.118 -1.575 4.397  0.28
H -0.414 -4.923 4.897  0.26
H -1.966 -4.090 4.986  0.34
H -0.750 -3.809 6.217  0.59
O 2.671 -1.099 -0.467  0.63
N 3.908 -0.832 -0.567  0.36
C 4.733 -1.685 -1.205  -0.15
C 6.087 -1.461 -1.306  -0.91
C 6.633 -0.315 -0.731  -0.51
C 5.773 0.561 -0.094  -1.40
C 4.419 0.303 -0.028  -0.03
H 4.259 -2.567 -1.611  0.38
H 6.715 -2.180 -1.811  0.45
H 7.695 -0.134 -0.761  0.42
H 6.161 1.457 0.361  0.58
H 3.713 0.954 0.456  0.70
C 4.581 3.899 -1.257  -1.13
Si 3.278 3.076 -2.393  -0.22
C 2.391 4.544 -3.280  -1.34
C 4.250 2.237 -3.818  -1.12
C 2.227 1.943 -1.427  1.28
H 4.947 4.837 -1.668  0.41
H 5.437 3.251 -1.099  0.25
H 4.151 4.116 -0.284  0.30
H 3.046 5.098 -3.951  0.39
H 1.984 5.248 -2.559  0.28
H 1.559 4.174 -3.874  0.28
H 4.993 2.904 -4.248  0.40
H 3.576 1.939 -4.614  0.27
H 4.767 1.344 -3.480  0.23
H 2.070 2.118 -0.377  -0.33
H 1.395 1.430 -1.889  -0.67

Computed properties:
ΔE to the lowest compared entry with this formula, charge and spin, kcal/mol: 64.5
Lowest unoccupied orbital energy, Eh: 0.036
Total charge: -1
Orbital gap, eV: 3.8

---

Number 1: largest force on an atom 0.02151 hartree/bohr. Number 2: largest force on an atom 0.08386 hartree/bohr. Number 3: largest force on an atom 0.02697 hartree/bohr.